Record 1
Here is C22H29N7SSc as an isolated structure from the Open Molecules 2025 dataset. Energies are from the ωB97M-V functional and the def2-TZVPD basis.

Structure (XYZ):
```
60
Properties=species:S:1:pos:R:3:forces:R:3
Sc -0.48088 0.22600 -0.15512 -0.55 0.05 -0.25
S 0.09993 2.89289 -0.07611 0.15 -0.24 -0.07
N -2.53379 1.32777 -0.13350 0.23 -0.23 0.01
N 1.54399 -0.29099 -3.82005 0.17 -0.01 -0.02
N -0.75818 0.77592 2.04785 0.11 0.03 -0.03
N -0.26416 -1.80468 0.52603 -0.05 0.10 0.24
N -1.52295 -1.19903 -1.88675 0.13 0.08 0.15
N -0.97961 -3.88472 0.65540 0.17 -0.12 0.06
N 0.91852 0.10969 -1.74736 0.38 0.27 0.01
C 2.61479 0.39664 -3.22855 -0.08 -0.19 -0.34
C 1.06025 -4.02458 3.75708 0.05 0.03 0.02
C -2.49150 2.45134 -1.11302 -0.01 -0.05 0.06
C 0.27684 -2.38479 1.69428 0.05 0.25 -0.17
C -0.98493 -2.75809 -0.05343 -0.01 0.00 0.09
C 0.20775 -4.55235 2.80815 0.00 0.03 0.04
C -2.22371 0.90434 2.29682 0.14 -0.05 0.05
C 4.69658 1.40561 -2.84327 0.03 0.03 0.07
C 1.53292 -2.70250 3.67567 -0.04 -0.08 -0.01
C 3.85486 0.76895 -3.73114 0.02 0.01 0.03
C 1.15692 -1.86591 2.64267 0.07 -0.02 0.04
C 0.09116 1.90021 2.53438 -0.08 -0.11 0.05
C -0.16947 -3.69322 1.78403 -0.20 -0.25 -0.16
C 2.22046 0.63993 -1.92362 -0.25 -0.08 0.15
C 0.58956 -0.44546 -2.90856 0.02 0.05 0.08
C -0.02562 3.17833 1.72250 -0.01 0.10 0.06
C -1.47373 3.52497 -0.74071 -0.06 0.08 0.00
C 3.08159 1.27122 -1.03033 0.02 0.04 0.04
C -2.91849 1.75066 1.24883 -0.11 0.08 -0.12
C 4.31771 1.65078 -1.51079 0.02 -0.01 -0.09
C -0.70658 -1.15093 -3.13722 -0.12 -0.02 0.05
C -1.72642 -2.57248 -1.33795 -0.01 0.13 -0.07
H -3.47772 2.90987 -1.21326 -0.01 0.04 -0.01
H 4.15519 0.56577 -4.75030 -0.02 0.01 0.01
H -2.40732 1.31361 3.29258 -0.03 0.02 0.01
H -0.45890 -0.03908 2.58430 -0.01 0.01 0.03
H -1.85802 4.23953 -0.01481 -0.02 0.00 -0.01
H -2.63034 -0.10981 2.29588 -0.03 -0.01 -0.03
H -1.43805 -4.74699 0.39527 0.01 -0.02 0.03
H -0.94356 3.72775 1.91723 -0.01 -0.02 0.02
H -1.27505 -0.63791 -3.91444 0.01 0.03 -0.02
H 1.12216 1.54185 2.50541 0.03 0.01 -0.02
H -3.26101 0.69567 -0.46066 -0.05 0.01 0.03
H -2.24239 2.02165 -2.08638 0.03 0.00 -0.02
H -0.13429 -5.57729 2.86286 -0.01 0.02 -0.01
H 2.81979 1.45527 0.00479 -0.03 -0.01 0.00
H 5.01803 2.14297 -0.84975 0.00 -0.01 -0.01
H 2.22433 -2.34529 4.42718 -0.01 -0.01 -0.01
H -2.79267 -2.73578 -1.17300 -0.01 -0.02 0.03
H -3.99916 1.67593 1.37275 -0.01 0.00 0.05
H -0.52214 -2.16011 -3.50740 0.04 -0.01 -0.03
H 1.51848 -0.64320 -4.76693 0.03 0.02 0.00
H -2.44396 -0.86586 -2.14695 -0.01 0.01 -0.01
H -1.21906 4.10176 -1.62856 -0.02 0.01 -0.01
H 5.67844 1.71483 -3.17519 -0.02 0.01 0.01
H -2.67439 2.80125 1.36462 0.02 -0.01 0.01
H -0.13202 2.11563 3.58224 -0.02 0.04 0.01
H 0.79365 3.84256 1.99376 0.01 0.01 0.00
H 1.59081 -0.87526 2.55803 0.00 -0.01 -0.02
H -1.40582 -3.32452 -2.06038 -0.01 -0.04 0.00
H 1.39119 -4.65029 4.57494 -0.01 0.02 0.00
```
Positions in Å, forces in eV/Å.

spin multiplicity	1
charge	+3
LUMO	-8.9861	eV
energy above the lowest of the compared OMol25 structures with the same formula, charge and spin	21.05	kJ/mol
gap between HOMO and LUMO	8.0	eV

Record 2
Here is C18H17Co2N2O6 as an isolated structure from the Open Molecules 2025 dataset. Energies are from the ωB97M-V functional and the def2-TZVPD basis.

Structure (XYZ):
```
45
Properties=species:S:1:pos:R:3:forces:R:3
Co 0.60764 1.48691 1.27256 1.71 3.41 -4.46
Co 2.14614 -0.52356 1.12422 1.09 -1.33 -1.42
O -1.00438 1.12656 -1.12802 -0.01 0.34 0.11
O 0.71793 -1.67944 -1.14891 0.27 0.01 0.39
O 2.96207 2.14388 -0.35847 -0.21 -0.53 0.11
O 0.12554 4.36657 1.54738 -0.02 -0.99 -0.40
O 2.27056 -2.99337 2.64044 0.12 -0.63 -0.07
O 4.97988 -0.71256 0.46112 -0.09 -0.36 -0.08
N -2.08799 -0.70237 4.35605 5.39 2.62 2.71
N -2.21878 -2.04010 4.30977 -2.48 -3.70 -0.23
C -2.97760 -2.65263 5.47155 0.83 0.12 -1.59
C 2.19052 1.57277 0.30184 -0.28 0.33 0.84
C -2.35985 -0.95575 1.21184 -0.38 -0.44 -0.41
C -4.84414 0.31338 1.23613 -0.06 -0.31 -0.11
C -0.37789 1.24512 -0.17034 -0.77 -0.91 -1.15
C -1.62682 0.29294 3.24105 -2.09 1.94 -3.95
C 0.34552 3.22852 1.44762 0.36 1.67 1.21
C 1.26966 -1.20001 -0.25480 -0.73 0.07 -0.98
C 3.86127 -0.64047 0.72832 0.34 1.26 0.19
C -2.70828 -0.13791 2.27629 0.19 2.50 -1.88
C -3.90375 0.59134 2.22576 -0.33 -0.32 -0.18
C -1.03560 -2.78863 3.94059 0.17 0.16 -0.19
C 0.97358 0.24598 2.58078 -0.93 -0.49 2.57
C -3.12974 0.03380 5.04803 -1.82 -0.41 2.34
C -4.55745 -0.63181 0.24473 -0.13 0.11 0.23
C -3.29566 -1.22614 0.21673 -0.05 -0.31 0.27
C -0.34913 0.60451 2.49162 -0.19 -4.66 4.76
C 2.22344 -2.01346 2.03878 -0.49 0.89 0.96
H -5.31003 -0.89142 -0.50485 0.30 0.18 0.18
H -2.92628 -3.73421 5.28443 -0.13 0.41 0.14
H -0.80164 -0.51675 4.25215 -1.41 0.52 2.22
H -2.50435 -2.44025 6.42720 0.07 0.09 0.31
H -0.20820 -2.68063 4.67712 -0.16 0.22 -0.28
H -1.33172 -1.32293 1.11092 -0.36 0.12 0.17
H -2.90031 1.10679 5.13404 -0.15 -0.79 0.02
H -3.32162 -0.33276 6.09754 0.44 0.28 -1.04
H -3.03499 -1.93033 -0.56912 -0.03 0.21 -0.02
H -4.02946 -2.34406 5.46378 0.38 -0.06 0.03
H -1.91545 1.18948 3.82772 0.40 -0.37 -1.33
H -1.34002 -3.83891 3.94183 0.23 0.18 -0.24
H -0.68732 -2.50437 2.92446 -0.11 -0.13 0.71
H 1.59090 0.24134 3.49871 -0.47 -0.59 -0.36
H -4.11964 -0.10114 4.50420 1.34 0.13 0.40
H -4.08953 1.40875 2.93737 0.07 -0.44 -0.36
H -5.80791 0.81983 1.25294 0.19 0.00 -0.13
```
Positions in Å, forces in eV/Å.

spin multiplicity	1
charge	-1
LUMO	2.2124	eV
energy above the lowest of the compared OMol25 structures with the same formula, charge and spin	592.29	kJ/mol
gap between HOMO and LUMO	3.9	eV

Record 3
Here is C8H12NO as an isolated structure from the Open Molecules 2025 dataset. Energies are from the ωB97M-V functional and the def2-TZVPD basis.

Structure (XYZ):
```
22
Properties=species:S:1:pos:R:3:forces:R:3
O -0.78017 0.23537 2.57258 0.61 -0.08 0.34
N -0.96146 -0.20186 -0.00616 2.02 1.85 -1.00
C 1.35982 0.26809 -0.36653 1.62 -0.61 2.91
C -0.22809 0.79500 1.54257 -0.21 1.68 -3.00
C -0.96693 -1.59303 0.33043 -2.11 -0.76 0.61
C -0.51485 2.08214 0.86956 -0.20 0.15 0.55
C -0.33999 2.38872 -0.29613 -0.68 -0.27 2.43
C 0.07796 0.25260 -1.05077 -2.47 0.00 -2.18
C 1.12571 0.37025 1.20841 1.51 -3.22 0.03
C -0.19741 1.75748 -1.56749 -0.19 0.21 -2.18
H -1.89357 0.07466 -0.31043 0.09 0.22 0.25
H 1.86843 -0.65373 -0.66324 0.47 0.26 0.69
H 1.14311 -0.64226 1.67761 0.38 0.30 -0.47
H -1.56407 -2.01475 -0.46498 -1.13 -0.70 0.38
H 0.15793 -0.48918 -1.93669 -0.76 1.31 1.29
H 1.96289 0.85718 1.70837 -0.41 0.60 -0.04
H -1.62764 0.62265 2.70202 -1.48 0.60 0.72
H -1.13940 2.00100 -2.22683 2.05 -0.85 0.86
H 0.79903 2.10722 -2.00914 -1.71 -0.56 -0.14
H 1.99419 1.11579 -0.55427 0.17 0.20 -0.83
H -1.44413 -1.66676 1.39586 1.14 -0.55 -2.10
H -0.09185 -2.15848 0.09615 1.31 0.22 0.90
```
Positions in Å, forces in eV/Å.

spin multiplicity	1
charge	+1
LUMO	-4.2611	eV
energy above the lowest of the compared OMol25 structures with the same formula, charge and spin	380.27	kJ/mol
gap between HOMO and LUMO	9.7	eV

Record 4
Here is one molecule with the formula C3H5F2N from the Open Molecules 2025 dataset. Energies are from the ωB97M-V functional and the def2-TZVPD basis.

Structure (XYZ):
```
11
Properties=species:S:1:pos:R:3:forces:R:3
F -2.44143 0.62945 -0.06038 0.48 -0.01 0.03
F -0.64147 -1.59198 -0.09999 -0.58 -0.54 -0.41
N 0.84134 -0.25988 1.02542 -1.07 -0.61 2.70
C -1.20863 0.67509 0.46065 1.32 0.60 -0.65
C 0.58162 -0.01254 -1.32811 -0.05 0.89 0.01
C -0.07088 -0.33388 -0.04513 -0.84 1.23 1.61
H -0.90391 1.70896 0.88002 -0.53 -1.85 -0.86
H 1.78224 -0.37604 0.76066 1.12 -0.55 -0.04
H 1.47519 0.68481 -1.28837 -1.39 -1.02 -0.41
H 0.04970 -0.34749 -2.24068 0.70 0.55 0.60
H 0.53623 -0.77649 1.93590 0.84 1.32 -2.58
```
Positions in Å, forces in eV/Å.

spin multiplicity	1
LUMO (alpha / beta)	-0.3340 / 0.3255	eV
energy above the lowest of the compared OMol25 structures with the same formula, charge and spin	302.95	kJ/mol
gap between HOMO and LUMO (alpha / beta)	8.2 / 9.5	eV

Record 5
Here is a 3-piece molecular cluster, C17H34N4O3P2S overall from the Open Molecules 2025 dataset. Energies are from the ωB97M-V functional and the def2-TZVPD basis.

Structure (XYZ):
```
61
Properties=species:S:1:pos:R:3:forces:R:3
S -4.92464 -1.46837 2.67817 0.18 0.05 -0.10
P -2.51672 1.85085 0.23576 0.80 0.13 0.65
P -3.16324 -1.37219 1.88668 -0.84 -0.01 0.21
O -0.20607 -3.40042 -1.99717 -0.01 0.15 0.27
O -2.64661 -2.33767 -0.52608 -0.19 0.29 0.12
O 4.26487 3.32746 2.27927 0.08 0.01 0.10
N -5.42544 -0.57495 -0.96045 -0.59 0.05 -0.31
N 5.27553 1.76788 3.53695 -0.02 -0.02 0.01
N -1.90270 0.11745 -2.98294 -0.09 -0.11 -0.79
N -1.72390 -3.41305 -3.63664 0.24 0.02 0.17
C 1.27153 1.38102 0.81895 0.04 0.48 0.07
C 6.31837 0.83121 3.89915 -0.08 0.03 0.04
C 0.42988 0.76708 -0.31596 0.23 -0.24 -0.09
C -2.54402 -3.95239 -4.69922 0.02 0.05 0.01
C -2.07934 0.07727 -0.38297 -0.38 -0.19 -0.23
C -0.41970 -5.45009 -3.22305 0.10 0.07 0.06
C -4.11653 1.83545 1.10922 -0.26 -0.01 -0.17
C 5.21915 2.58940 2.45432 0.04 -0.03 -0.01
C -0.63151 -0.27545 0.06752 0.03 -0.23 -0.14
C 1.83470 2.72631 0.33966 -0.37 0.01 -0.11
C -0.76131 -4.01383 -2.90426 -0.34 -0.12 -0.17
C 0.55152 1.61849 2.14695 0.23 0.08 0.12
C 6.37823 2.54376 1.48445 -0.03 0.04 -0.02
C -2.86004 2.81338 -1.27071 -0.26 -0.06 -0.27
C -4.40078 -0.83196 -0.52725 0.61 0.13 0.36
C -2.05510 0.08995 -1.84969 0.18 0.07 0.72
C -3.05401 -1.08173 0.01254 0.27 -0.40 -0.25
H -1.75841 -2.28071 -0.90972 0.20 -0.25 -0.09
H 7.31260 2.81930 1.97470 0.01 -0.03 0.00
H -1.29087 -6.09403 -3.10014 -0.01 0.01 -0.02
H 6.49292 1.54738 1.05608 0.03 -0.01 0.01
H -0.05793 -5.54900 -4.24698 -0.04 -0.01 -0.01
H -0.20447 2.40056 2.05004 -0.03 -0.18 -0.01
H -3.82142 2.61422 -1.75029 0.04 -0.06 0.05
H -2.28272 -4.98986 -4.88408 0.00 -0.01 -0.01
H 2.13787 0.73530 1.00579 -0.19 -0.16 0.07
H 2.27207 3.28479 1.16517 0.21 -0.10 -0.16
H -2.81718 3.85999 -0.96204 -0.06 -0.03 -0.04
H -0.62356 -0.46859 1.14010 -0.05 0.10 -0.04
H -1.85473 -2.45216 -3.36132 -0.21 0.21 -0.16
H 0.35907 -5.76980 -2.53761 0.00 0.00 0.00
H -0.36131 -1.21813 -0.41713 0.06 0.02 0.11
H -2.39937 -3.38913 -5.62202 0.03 -0.03 -0.01
H -4.01589 1.37613 2.09244 -0.06 0.00 -0.04
H 4.47493 1.84672 4.14450 0.00 0.01 0.00
H -2.44335 -2.56622 1.96131 0.36 0.10 -0.05
H 6.74885 1.08238 4.86996 0.03 0.01 -0.01
H 5.92837 -0.18667 3.95124 0.02 -0.01 -0.03
H 0.09773 0.72042 2.57439 -0.07 0.06 -0.06
H -2.32447 -0.37976 2.41743 0.16 -0.01 -0.01
H 1.13641 0.27078 -0.98728 -0.08 0.12 -0.11
H -4.96961 1.41162 0.58546 -0.01 -0.05 0.00
H 1.28806 1.96998 2.87437 -0.02 0.00 -0.01
H 6.17243 3.25178 0.68785 -0.02 0.00 0.01
H 7.11216 0.85324 3.15961 0.01 -0.01 0.01
H -4.31777 2.89900 1.27346 0.04 -0.04 0.04
H 1.01525 3.32990 -0.06839 0.03 -0.01 0.04
H -3.60079 -3.90371 -4.43351 0.01 -0.03 0.03
H -2.06892 2.64787 -2.00148 0.00 0.08 0.03
H 2.56784 2.59433 -0.45917 0.06 0.05 0.08
H -0.01588 1.56724 -0.91591 -0.06 -0.01 0.15
```
Positions in Å, forces in eV/Å.

spin multiplicity	1
LUMO	0.5807	eV
gap between HOMO and LUMO	9.3	eV
SMILES string	CC(C)CC[C@](C#N)(P(C)C)[C@](O)(C#N)[PH2]=S.CNC(C)=O.CNC(C)=O

Record 6
Here is a 4-piece molecular cluster, C27H21I2N4O12 overall from the Open Molecules 2025 dataset. Energies are from the ωB97M-V functional and the def2-TZVPD basis.

Structure (XYZ):
```
66
Properties=species:S:1:pos:R:3:forces:R:3
I -3.61091 1.72018 -0.36163 0.93 -0.52 2.22
I -3.52646 0.39377 6.20241 0.35 0.16 -1.13
O 3.20644 0.21637 3.85332 0.61 0.28 0.08
O 8.14667 2.15124 3.60125 -0.96 -0.32 -0.29
O 0.45065 -1.47853 -0.22378 0.90 0.06 -1.12
O -1.61489 -0.53816 -6.34526 -0.73 0.17 -0.42
O -1.18733 -2.35252 -4.57281 1.85 -0.27 1.13
O 1.30093 -2.23672 -5.72580 -1.06 0.15 2.04
O 2.92661 -1.27453 -1.39058 -1.00 -0.15 -0.14
O -6.44049 -0.15918 -8.53227 0.94 0.19 0.19
O 4.51661 0.63954 6.22772 0.51 0.36 -2.26
O 6.80397 1.81197 1.23138 -0.25 -0.24 2.11
O -3.51189 -2.34819 -5.53323 -0.35 1.90 -1.76
O -4.51860 1.59327 -9.40898 -0.33 -1.57 1.33
N -0.29574 1.08143 1.33101 -0.23 -1.36 -0.13
N 2.05099 -0.50233 6.73295 -5.28 1.55 -4.04
N -1.46594 1.04740 2.11392 -5.66 -0.42 4.64
N -2.97777 0.75319 4.23296 2.89 1.40 -8.21
C -0.42885 -1.92688 -2.37362 -0.15 0.06 -0.12
C -3.01597 0.56403 -7.89929 0.31 -0.19 0.32
C 4.96717 1.00945 2.48816 -0.42 -0.18 0.29
C -5.46019 1.18145 3.24623 0.75 0.76 0.03
C 7.00171 1.71997 3.67931 0.97 0.32 0.76
C 6.36476 1.41239 4.96938 0.32 0.14 -0.29
C 0.38572 -1.07287 4.52378 0.40 3.81 3.05
C 0.09323 1.36890 5.92994 1.43 -3.65 -1.37
C -2.71778 -0.44693 -6.87283 0.77 0.55 -0.24
C -2.90715 1.26794 1.67071 -0.95 -1.17 5.15
C 0.61363 -1.65816 -1.58516 -0.85 0.05 1.07
C -0.24745 -2.11967 -3.82087 -0.89 -0.14 -0.11
C -3.83610 1.07045 3.00775 1.76 -0.05 -0.99
C 1.99101 -1.54066 -2.13756 1.27 0.11 -0.23
C -5.32784 -0.27209 -8.02888 -1.10 -0.59 0.08
C -1.57530 0.76191 3.59744 0.28 -0.04 1.42
C 1.13430 -2.02937 -4.36883 0.63 -0.30 -2.10
C 1.31485 0.80073 6.86194 -1.44 -0.84 -2.03
C 4.33957 0.67936 3.77697 -0.44 -0.13 -0.75
C -0.39186 0.40024 4.67280 3.14 -1.60 1.55
C 1.57668 -1.37626 5.60694 -1.65 1.78 -0.46
C -4.23226 0.64731 -8.44184 0.10 1.52 -1.36
C 2.17619 -1.75721 -3.58072 0.12 0.11 0.54
C -5.02343 -1.29860 -7.02017 -0.31 0.32 -0.36
C 5.12226 0.92823 5.01857 -0.32 -0.19 1.98
C 6.20842 1.49689 2.43892 0.45 0.31 -2.04
C -3.80622 -1.38428 -6.48000 -0.18 -1.75 1.42
H 4.38007 0.84029 1.59428 0.06 0.00 0.04
H -5.64001 2.22604 3.79556 0.32 -2.28 -1.27
H 6.94595 1.59598 5.86395 -0.03 -0.02 -0.05
H 3.18554 -1.68644 -3.96609 -0.07 0.01 0.03
H 3.62341 0.30197 5.99805 0.35 -0.03 0.34
H -0.02143 0.06633 1.17764 -0.48 1.72 -0.07
H -1.43579 -2.01286 -1.98577 0.02 -0.02 -0.03
H -5.86792 0.33059 3.96810 1.12 1.70 -1.75
H 1.66670 1.52036 7.74800 -0.76 -1.92 -2.20
H -6.03846 1.18319 2.22269 1.30 -0.08 2.11
H 7.69926 2.14381 1.46079 -0.31 -0.13 -0.10
H 2.14764 -2.41639 5.46951 -1.33 2.67 0.50
H -5.46225 1.45151 -9.64121 0.36 0.06 0.08
H -2.21094 1.22738 -8.18849 -0.04 -0.04 0.01
H 1.35032 -1.29494 0.12465 -0.08 -0.24 -0.26
H 0.40050 -2.41431 -6.07505 0.38 0.18 0.00
H -0.50410 1.52396 0.39919 -0.04 -0.55 1.38
H 0.02632 -1.78346 3.65935 1.06 1.38 2.06
H -0.42231 2.42699 6.10214 1.39 -2.60 -0.34
H -2.57003 -2.20249 -5.29670 -0.42 -0.26 0.12
H -5.82445 -1.97197 -6.74223 0.06 0.04 -0.03
```
Positions in Å, forces in eV/Å.

spin multiplicity	1
charge	+1
LUMO	-4.9603	eV
gap between HOMO and LUMO	6.2	eV

Number 1: calculated total energy -2397.2323 a.u.. Number 2: calculated total energy -4022.2458 a.u.. Number 3: calculated total energy -441.6022 a.u.. Number 4: calculated total energy -371.6530 a.u.. Number 5: calculated total energy -2193.7835 a.u.. Number 6: calculated total energy -2758.0130 a.u..